ORCA calculation (the ωB97M-V functional and the def2-TZVPD basis) on a cluster of 2 separate species, C10H16O in total.

Positions of all 27 atoms, in Å:
C (-0.83381, 2.54865, -1.43740)
C (-2.13507, 2.55555, -2.24533)
C (-0.00020, 1.26722, -1.71323)
H (-0.14621, 3.35373, -1.63699)
H (-1.12952, 2.49497, -0.41022)
H (-1.91230, 2.92737, -3.24646)
H (-0.67356, 0.42372, -1.89831)
H (-2.79950, 3.33354, -1.87543)
H (-2.56198, 1.55869, -2.26298)
H (0.43979, 1.38454, -2.66756)
H (0.64044, 1.00525, -0.88252)
C (-0.42619, -3.13813, -0.09528)
C (2.04966, -0.44112, 0.92223)
C (1.55314, -0.14633, 2.18962)
C (1.40838, -1.46096, 0.21943)
C (0.29073, -2.10947, 0.72865)
C (0.49229, -0.82072, 2.76736)
C (-0.06968, -1.87195, 2.05318)
O (2.09865, 0.97686, 2.77567)
H (2.65460, 0.33465, 0.47825)
H (1.67384, -1.62437, -0.82185)
H (0.12618, -0.55707, 3.75204)
H (1.82025, 0.99825, 3.69568)
H (-1.23672, -3.63175, 0.44579)
H (0.25419, -3.97727, -0.29951)
H (-0.75058, -2.56404, 2.52249)
H (-0.82685, -2.81981, -1.05731)

The frontier orbital gap comes out at 9.3 eV. Its structure (SMILES) is Cc1ccc(O)cc1.CCC. The value obtained for the energy above the lowest of the compared OMol25 structures with the same formula, charge and spin is 1.316 eV. Its largest force on an atom is 0.03709 Eh/bohr.

---

ORCA calculation (the ωB97M-V functional and the def2-TZVPD basis) on a structure of composition C3MgO6Rb.

Positions of all 11 atoms, in Å:
O (0.25090, -2.20260, -0.23876)
C (0.22622, -0.98387, 0.07238)
O (-0.88093, -0.40984, 0.37207)
C (-1.99946, 1.89952, -0.77075)
O (-1.67806, 1.81433, -1.90056)
O (-2.53639, 2.51462, 0.07731)
Rb (-2.67676, -3.49403, 1.24000)
C (1.51305, -0.19897, 0.13882)
O (2.57659, -0.68347, -0.35543)
O (1.56346, 0.89140, 0.78548)
Mg (3.64137, 0.85290, 0.57943)

The expectation value of S² is 0.75. The frontier orbital gap (alpha / beta) comes out at 4.6 / 6.6 eV. The value obtained for the energy above the lowest of the compared OMol25 structures with the same formula, charge and spin is 0.000 eV. As for the spin multiplicity: 2. Its largest force on an atom is 0.08449 Eh/bohr.

---

ORCA calculation (the ωB97M-V functional and the def2-TZVPD basis) on a cluster of 5 separate species, C25H45IN3O8 in total.

Positions of all 82 atoms, in Å:
C (-2.90639, -0.69183, -0.71397)
C (-1.93970, -1.00126, -1.96328)
C (-0.94977, -2.20974, -1.64332)
C (-1.25348, 0.30866, -2.54383)
C (0.21884, 0.57945, -2.03389)
N (0.34068, 0.72131, -0.53857)
C (1.62982, 0.17145, -0.02663)
C (1.31112, -1.06677, 0.96190)
C (1.52259, -0.48187, 2.45939)
I (1.19153, -2.00325, 4.00003)
C (0.14528, 2.09482, -0.19040)
N (-1.21309, 2.51100, 0.04110)
N (1.08832, 3.04165, -0.10428)
H (-2.35044, -0.61283, 0.25740)
H (-3.67044, -1.53838, -0.68748)
H (-3.51157, 0.23772, -0.97157)
H (-2.64285, -1.37989, -2.77931)
H (-1.42647, -3.15104, -2.07788)
H (0.06739, -2.13457, -2.12144)
H (-0.92762, -2.37506, -0.52628)
H (-1.17500, 0.15573, -3.67355)
H (-1.96118, 1.18816, -2.39965)
H (0.89945, -0.18829, -2.49259)
H (0.53657, 1.58289, -2.48740)
H (2.31283, -0.23206, -0.84174)
H (2.25097, 0.89490, 0.57694)
H (0.20718, -1.28252, 0.88136)
H (1.97045, -1.95595, 0.72573)
H (2.56916, -0.05967, 2.48853)
H (0.77593, 0.37700, 2.54134)
H (-1.22832, 3.37928, 0.59765)
H (-1.64114, 1.73769, 0.57268)
H (1.13210, 3.59660, 0.76027)
H (1.81834, 3.22767, -0.79237)
O (-3.18291, 0.10618, 2.12869)
C (-4.11781, 0.84925, 2.27222)
O (-4.22808, 2.04940, 1.64439)
C (-5.40270, 2.72908, 2.11624)
C (-6.29707, 1.64006, 2.66467)
C (-5.29458, 0.62594, 3.18343)
H (-5.10409, 3.44842, 2.88415)
H (-5.87086, 3.26734, 1.29169)
H (-6.99383, 1.99728, 3.42324)
H (-6.88101, 1.19643, 1.85347)
H (-4.99339, 0.83862, 4.21163)
H (-5.66936, -0.39259, 3.09604)
O (3.14100, -3.26063, -0.32248)
C (3.67042, -4.21577, 0.19112)
O (3.80531, -5.42358, -0.40912)
C (4.37816, -6.35549, 0.52228)
C (5.08835, -5.50233, 1.55107)
C (4.22589, -4.25727, 1.58251)
H (3.57117, -6.94965, 0.95999)
H (5.06335, -7.02300, -0.00088)
H (5.19261, -5.99203, 2.51969)
H (6.09038, -5.24575, 1.19499)
H (3.39792, -4.35028, 2.28963)
H (4.81288, -3.36799, 1.79414)
O (4.92320, -1.38190, 2.55982)
C (5.75754, -0.56773, 2.26545)
O (7.05631, -0.64727, 2.64594)
C (7.75352, 0.53306, 2.22291)
C (6.93130, 1.09253, 1.08341)
C (5.52181, 0.69359, 1.47535)
H (7.81594, 1.22277, 3.06916)
H (8.76325, 0.26910, 1.90830)
H (7.06253, 2.16621, 0.94422)
H (7.20648, 0.59598, 0.14858)
H (5.05274, 1.43735, 2.12444)
H (4.90012, 0.49822, 0.60189)
O (-6.83125, 1.89531, -2.44467)
C (-6.08614, 2.41766, -3.22687)
O (-6.33805, 3.60598, -3.83546)
C (-5.30178, 3.88629, -4.78578)
C (-4.11453, 3.06565, -4.33221)
C (-4.77735, 1.85066, -3.71230)
H (-5.65256, 3.59628, -5.78005)
H (-5.08505, 4.95489, -4.78637)
H (-3.42303, 2.82477, -5.14073)
H (-3.55766, 3.61197, -3.56447)
H (-4.97777, 1.07382, -4.45341)
H (-4.19242, 1.45218, -2.88484)

As for the net charge: +1. The frontier orbital gap comes out at 7.3 eV. Its largest force on an atom is 0.08947 Eh/bohr.

---

ORCA calculation (the ωB97M-V functional and the def2-TZVPD basis) on a cluster of 2 separate species, C4H12N2O2 in total.

Positions of all 20 atoms, in Å:
C (-1.45580, 1.14653, -0.47862)
C (-1.01921, 0.14009, -1.55138)
C (-0.28815, -1.08327, -0.99428)
C (0.73009, -0.75859, 0.07529)
N (1.98077, -0.49565, -0.40056)
O (0.50398, -0.80034, 1.27636)
N (-2.23950, 0.46163, 0.54186)
H (-0.55091, 1.59761, -0.06031)
H (-2.10154, 1.88644, -0.94419)
H (-0.40633, 0.65737, -2.29418)
H (-1.92734, -0.21153, -2.04421)
H (0.25069, -1.60061, -1.79428)
H (-0.99178, -1.81984, -0.62656)
H (2.64398, 0.01279, 0.17709)
H (2.13774, -0.44377, -1.39172)
H (-2.76356, 1.07276, 1.14842)
H (-1.67110, -0.17326, 1.08489)
H (2.57103, 0.22753, 3.53030)
H (1.86363, 0.03492, 2.15871)
O (2.73330, 0.14919, 2.58736)

The frontier orbital gap comes out at 9.9 eV. Its structure (SMILES) is NCCCC(N)=O.O. The value obtained for the energy above the lowest of the compared OMol25 structures with the same formula, charge and spin is 0.602 eV. Its largest force on an atom is 0.01646 Eh/bohr.

---

| no. | energy (eV) |
| --- | --- |
| 1 | -12676.40890 |
| 2 | -21496.76862 |
| 3 | -55599.10079 |
| 4 | -11418.61488 |